(1)
Entry from the OMol25 dataset: the ion C4H10NOS with charge +1 (wB97M-V/def2-TZVPD).

Positions of all 17 atoms, in Å:
1 C -1.853 -0.506 0.193
2 C -1.864 0.788 -0.588
3 C 0.443 0.124 0.528
4 C 2.754 0.462 0.034
5 N -0.448 -1.030 0.166
6 O 1.509 -0.154 -0.359
7 S -0.439 1.728 0.180
8 H -2.114 -0.216 1.255
9 H -2.634 -1.311 -0.042
10 H -1.664 0.677 -1.662
11 H -2.832 1.549 -0.576
12 H 0.742 0.071 1.528
13 H 3.389 -0.090 -0.616
14 H 3.151 0.190 1.040
15 H 2.888 1.411 -0.227
16 H -0.238 -1.869 0.707
17 H -0.134 -1.167 -0.812

## Properties
- Kohn-Sham gap (eV) = 10.2
- HOMO level (eV) = -13.534
- total charge = +1
- SMILES = CO[C@@H]1[NH2+]CCS1

(2)
Entry from the OMol25 dataset: the ion C4H10NOS with charge +1 (wB97M-V/def2-TZVPD).

Positions of all 17 atoms, in Å:
1 C -0.905 0.457 -0.425
2 C 0.148 0.063 0.615
3 C 1.568 0.399 0.601
4 C -0.227 -1.346 1.020
5 N -0.680 1.398 -1.636
6 O -0.283 -1.981 -0.224
7 S -0.992 1.301 1.230
8 H -1.669 -0.372 -0.610
9 H 2.044 0.090 1.536
10 H 1.954 1.461 0.446
11 H 2.094 -0.318 -0.130
12 H -1.367 -1.405 1.459
13 H 0.454 -1.733 1.771
14 H -0.777 2.329 -1.179
15 H -1.513 1.370 -2.224
16 H 0.302 1.230 -2.045
17 H -0.151 -2.945 -0.204

## Properties
- Kohn-Sham gap (eV) = 9.7
- HOMO level (eV) = -13.320
- total charge = +1
- SMILES = C[C@@]1(CO)S[C@H]1[NH3+]

If you had to name the least stable structure above, which would it be? It would be (2).